C60H67FN5O3 | wB97M-V/def2-TZVPD

Structure (XYZ):
```
136
Properties=species:S:1:pos:R:3
C 6.254 -2.467 3.362
C 5.378 -3.518 3.271
C 4.196 -3.491 2.335
O 3.148 -3.105 2.814
O 4.228 -3.924 1.043
C 5.219 -3.309 0.216
C 4.664 -2.081 -0.537
C 5.682 -0.953 -0.694
C 5.723 0.053 0.481
C 4.323 0.624 0.805
C 3.683 -0.027 2.059
N 2.865 0.943 2.783
C 1.654 1.386 2.490
N 1.074 2.326 3.245
C -0.086 2.546 2.652
O -0.908 3.454 3.136
N -0.266 1.780 1.578
C -1.446 1.828 0.721
C -1.219 2.893 -0.369
F -1.465 4.139 0.137
N 0.871 0.982 1.457
C 1.029 0.009 0.429
C 1.209 0.368 -0.898
C 1.346 -0.611 -1.847
N 1.371 -1.929 -1.646
C 1.186 -2.220 -0.360
C 0.993 -1.348 0.686
H 6.300 -1.822 4.236
H 6.935 -2.233 2.546
H 5.538 -4.362 3.939
H 6.133 -3.039 0.747
H 5.509 -4.050 -0.524
H 4.415 -2.425 -1.542
H 3.726 -1.769 -0.078
H 5.529 -0.367 -1.599
H 6.679 -1.397 -0.755
H 6.328 0.889 0.129
H 6.219 -0.346 1.364
H 3.701 0.531 -0.085
H 4.458 1.675 1.060
H 3.165 -0.957 1.856
H 4.521 -0.282 2.704
H 3.265 1.337 3.618
H -1.829 3.160 3.114
H -2.315 2.160 1.279
H -1.627 0.899 0.186
H -0.176 2.830 -0.679
H -1.815 2.701 -1.262
H 1.250 1.407 -1.189
H 1.458 -0.290 -2.877
H 1.203 -3.278 -0.122
H 0.834 -1.722 1.688
C -2.287 6.611 -1.490
C -3.090 7.347 -2.352
C -2.848 8.700 -2.542
C -1.797 9.317 -1.877
C -0.993 8.582 -1.018
C -1.240 7.230 -0.821
H -2.478 5.560 -1.340
H -3.906 6.864 -2.875
H -3.478 9.274 -3.210
H -1.605 10.372 -2.030
H -0.173 9.063 -0.501
H -0.615 6.657 -0.147
C -3.535 -0.981 2.173
C -4.568 -0.711 1.285
C -5.834 -1.230 1.513
C -6.071 -2.010 2.636
C -5.041 -2.274 3.528
C -3.772 -1.763 3.296
H -2.544 -0.580 1.986
H -4.387 -0.097 0.410
H -6.636 -1.026 0.815
H -7.060 -2.410 2.817
H -5.227 -2.880 4.406
H -2.967 -1.975 3.990
C -3.100 -4.859 0.672
C -3.268 -6.041 -0.036
C -2.640 -6.213 -1.265
C -1.838 -5.206 -1.783
C -1.672 -4.026 -1.071
C -2.300 -3.854 0.148
H -3.590 -4.722 1.628
H -3.888 -6.830 0.369
H -2.776 -7.134 -1.819
H -1.344 -5.340 -2.737
H -1.050 -3.231 -1.464
H -2.167 -2.924 0.689
C -8.975 2.630 -1.618
C -10.144 2.025 -1.177
C -10.140 1.274 -0.009
C -8.969 1.135 0.722
C -7.801 1.743 0.282
C -7.803 2.487 -0.890
H -8.979 3.212 -2.530
H -11.059 2.139 -1.743
H -11.050 0.798 0.331
H -8.966 0.554 1.636
H -6.887 1.635 0.854
H -6.890 2.957 -1.236
C -1.517 10.831 -5.419
C -2.693 11.537 -5.630
C -2.647 12.830 -6.133
C -1.424 13.414 -6.432
C -0.248 12.707 -6.224
C -0.293 11.417 -5.713
H -1.553 9.823 -5.024
H -3.648 11.079 -5.403
H -3.564 13.382 -6.292
H -1.388 14.421 -6.828
H 0.706 13.163 -6.459
H 0.625 10.868 -5.546
C 9.131 -3.202 7.632
C 8.249 -3.265 6.562
C 8.531 -4.081 5.476
C 9.692 -4.842 5.462
C 10.572 -4.782 6.533
C 10.294 -3.959 7.616
H 8.912 -2.564 8.478
H 7.339 -2.676 6.576
H 7.846 -4.125 4.640
H 9.910 -5.482 4.617
H 11.477 -5.376 6.524
H 10.983 -3.909 8.448
C -1.179 -8.836 -4.910
C -0.908 -8.941 -3.553
C -1.063 -10.158 -2.905
C -1.480 -11.274 -3.617
C -1.748 -11.170 -4.975
C -1.601 -9.950 -5.621
H -1.061 -7.885 -5.415
H -0.575 -8.071 -2.998
H -0.857 -10.238 -1.845
H -1.597 -12.225 -3.114
H -2.072 -12.040 -5.531
H -1.815 -9.869 -6.679
```

Summary:
strongest force on any atom = 0.0412 hartree/bohr
total charge = +1
E_HOMO = -10.5 eV
molecular weight = 925.226 g/mol